Entry 1:
Formula: C5H6O2
Source: OMol25
Level of theory: the ωB97M-V functional and the def2-TZVPD basis

Results
* strongest force on any atom: 1.27 eV Å⁻¹
* energy relative to the best compared isomer or geometry (same formula, charge and spin): 72.32 kcal/mol
* energy: -344.4867 Eh
* SMILES: O=CCC#CCO
* E_HOMO: -0.355 Ha
* orbital gap: 10.4 eV

Last column: Mulliken charge in e.
Geometry (Å):
1 O -1.071 0.875 -0.973  -0.52
2 C -1.841 0.178 -0.356  0.11
3 C -1.476 -0.951 0.599  -0.42
4 C -0.031 -1.128 0.612  -0.13
5 C 0.931 -0.398 0.715  -0.12
6 C 2.056 0.409 0.309  -0.24
7 O 1.767 1.211 -0.812  -0.54
8 H -2.928 0.349 -0.447  0.34
9 H -1.755 -0.602 1.603  0.24
10 H -2.099 -1.819 0.373  0.33
11 H 2.531 1.023 1.079  0.28
12 H 2.713 -0.462 0.132  0.20
13 H 0.828 1.089 -1.044  0.47

Entry 2:
Formula: C3H5NO
Source: OMol25
Level of theory: the ωB97M-V functional and the def2-TZVPD basis

Results
* strongest force on any atom: 0.88 eV Å⁻¹
* energy relative to the best compared isomer or geometry (same formula, charge and spin): 97.39 kcal/mol
* energy: -247.1520 Eh
* E_HOMO: -0.323 Ha
* orbital gap: 8.7 eV

Last column: Mulliken charge in e.
Geometry (Å):
1 O -1.916 0.687 0.747  -0.49
2 C -0.764 0.553 0.461  0.55
3 C 0.443 -0.146 1.159  -0.25
4 N 1.101 0.270 -0.087  0.09
5 C 0.160 0.925 -0.756  -0.52
6 H 0.830 0.344 2.058  0.22
7 H 0.364 -1.227 1.308  0.23
8 H 2.057 0.113 -0.384  0.16
9 H -0.934 -0.446 -2.255  -0.11
10 H -1.339 -1.073 -2.251  0.12

Entry 3:
Formula: C5H11N3O
Source: OMol25
Level of theory: the ωB97M-V functional and the def2-TZVPD basis

Results
* strongest force on any atom: 1.23 eV Å⁻¹
* energy relative to the best compared isomer or geometry (same formula, charge and spin): 87.82 kcal/mol
* energy: -436.5071 Eh
* E_HOMO: -0.305 Ha
* orbital gap: 8.9 eV

Last column: Mulliken charge in e.
Geometry (Å):
1 C -1.259 0.167 0.338  1.27
2 C -2.663 -0.140 0.844  -1.57
3 C -1.287 0.644 -1.122  -1.35
4 C 1.990 -0.035 -0.505  0.01
5 N 3.191 -0.137 -1.069  -0.31
6 C 0.763 -1.166 0.351  0.04
7 O -0.745 1.182 1.190  -0.63
8 N -0.476 -1.069 0.420  -0.53
9 N 1.854 0.081 0.812  -0.51
10 H 0.218 1.214 1.053  0.42
11 H 4.061 -0.052 -0.542  0.21
12 H 3.276 -0.192 -2.070  0.24
13 H 2.691 -0.040 1.408  0.21
14 H 1.280 -2.119 0.395  0.44
15 H -3.123 -0.919 0.237  0.35
16 H -2.608 -0.480 1.877  0.36
17 H -3.274 0.762 0.801  0.39
18 H -1.763 -0.102 -1.760  0.33
19 H -0.275 0.823 -1.486  0.28
20 H -1.849 1.577 -1.174  0.35

Entry 4:
Formula: C4H7Cl2N3S
Source: OMol25
Level of theory: the ωB97M-V functional and the def2-TZVPD basis

Results
* strongest force on any atom: 4.95 eV Å⁻¹
* total charge: +2
* energy relative to the best compared isomer or geometry (same formula, charge and spin): 19.41 kcal/mol
* energy: -1638.7295 Eh
* E_HOMO: -0.685 Ha
* orbital gap: 8.3 eV

Last column: Mulliken charge in e.
Geometry (Å):
1 C 1.708 1.861 -0.529  -0.13
2 C 2.643 -0.411 0.046  0.52
3 C 0.232 -0.991 0.405  0.41
4 C -2.424 -1.366 0.270  -0.87
5 N 1.525 -1.280 -0.089  -0.13
6 N 0.647 1.445 -1.048  -0.38
7 N 2.533 0.940 0.197  -0.12
8 S -0.975 -1.710 -0.603  0.21
9 Cl 4.169 -1.121 0.175  0.01
10 Cl 0.084 -0.042 1.759  0.06
11 H 2.066 2.839 -0.333  0.44
12 H -2.269 -0.506 0.796  0.36
13 H -2.569 -2.323 0.749  0.35
14 H -3.263 -1.261 -0.316  0.42
15 H 1.709 -2.207 -0.291  0.29
16 H 0.042 2.128 -1.501  0.28
17 H 3.481 1.282 0.305  0.28

Entry 5:
Formula: C35H36NO3PRuSi
Source: OMol25
Level of theory: the ωB97M-V functional and the def2-TZVPD basis

Results
* strongest force on any atom: 1.30 eV Å⁻¹
* total charge: +1
* energy: -2361.3976 Eh
* spin multiplicity: 2
* E_HOMO (alpha / beta): -0.399 / -0.413 Ha
* orbital gap (alpha / beta): 7.6 / 7.5 eV

Last column: Mulliken spin population.
Geometry (Å):
1 Ru 0.047 0.263 -1.165  0.88
2 O 1.335 0.766 0.421  0.00
3 C 2.732 0.395 0.114  0.02
4 C 2.830 -0.134 -1.345  0.00
5 O 3.860 -0.630 -1.719  0.02
6 O 1.779 0.036 -2.126  0.07
7 C 3.558 1.663 0.298  -0.01
8 C 3.437 2.335 1.515  0.00
9 C 4.127 3.515 1.738  0.00
10 C 4.961 4.026 0.752  0.00
11 C 5.099 3.351 -0.450  0.00
12 C 4.401 2.172 -0.683  0.00
13 C 3.148 -0.683 1.103  -0.01
14 C 2.248 -1.227 2.008  0.00
15 C 2.671 -2.178 2.930  0.00
16 C 3.990 -2.596 2.943  0.00
17 C 4.892 -2.055 2.034  0.00
18 C 4.478 -1.099 1.123  0.00
19 H 1.337 1.722 0.576  0.00
20 H 2.825 1.916 2.308  0.00
21 H 4.031 4.025 2.687  0.00
22 H 5.508 4.943 0.926  0.00
23 H 5.756 3.739 -1.217  0.00
24 H 4.526 1.652 -1.621  0.00
25 H 1.218 -0.900 2.014  0.00
26 H 1.960 -2.586 3.637  0.00
27 H 4.321 -3.331 3.665  0.00
28 H 5.926 -2.372 2.042  0.00
29 H 5.183 -0.677 0.420  0.00
30 N -0.850 -0.388 -2.980  -0.02
31 C -2.134 -1.068 -2.940  0.07
32 C -2.938 -1.154 -4.064  0.00
33 C -4.108 -1.898 -4.002  0.00
34 C -4.459 -2.568 -2.837  0.00
35 C -3.664 -2.453 -1.708  0.00
36 C -2.515 -1.668 -1.744  -0.07
37 P -1.566 -1.194 -0.278  -0.08
38 C -2.657 -0.089 0.676  0.00
39 C -2.127 0.471 1.842  0.07
40 C -2.890 1.330 2.614  -0.01
41 C -4.188 1.644 2.228  0.02
42 C -4.718 1.092 1.072  -0.01
43 C -3.957 0.227 0.296  0.05
44 C -1.335 -2.665 0.730  -0.01
45 C -0.331 -3.564 0.372  0.00
46 C -0.188 -4.754 1.065  0.00
47 C -1.041 -5.045 2.121  0.00
48 C -2.038 -4.149 2.484  0.00
49 C -2.192 -2.959 1.789  0.00
50 H -0.126 -1.073 -3.211  0.00
51 H -0.821 0.278 -3.748  0.00
52 H -2.643 -0.672 -4.989  0.00
53 H -4.739 -1.972 -4.877  0.00
54 H -5.359 -3.166 -2.807  0.00
55 H -3.945 -2.951 -0.787  0.00
56 H -1.114 0.228 2.149  -0.02
57 H -2.472 1.754 3.518  0.00
58 H -4.784 2.317 2.830  0.00
59 H -5.729 1.332 0.771  0.00
60 H -4.384 -0.194 -0.605  0.00
61 H 0.347 -3.334 -0.443  0.00
62 H 0.597 -5.445 0.790  0.00
63 H -0.928 -5.973 2.665  0.00
64 H -2.702 -4.380 3.307  0.00
65 H -2.972 -2.264 2.074  0.00
66 C 0.498 3.003 -2.594  0.02
67 Si -0.757 2.449 -1.301  -0.04
68 C -0.414 3.381 0.298  0.02
69 C -2.496 2.743 -1.905  0.03
70 H 0.386 4.089 -2.698  0.00
71 H 0.332 2.562 -3.578  0.00
72 H 1.530 2.803 -2.304  0.00
73 H -0.985 4.313 0.315  0.00
74 H 0.642 3.661 0.369  0.00
75 H -0.694 2.820 1.192  -0.01
76 H -2.627 3.823 -2.021  0.00
77 H -3.246 2.391 -1.198  0.00
78 H -2.683 2.277 -2.874  0.00

Entry 6:
Formula: C47H43N4O2P2S6Sn
Source: OMol25
Level of theory: the ωB97M-V functional and the def2-TZVPD basis

Results
* strongest force on any atom: 1.14 eV Å⁻¹
* total charge: +1
* energy: -5472.3038 Eh
* E_HOMO: -0.361 Ha
* orbital gap: 5.8 eV

Last column: Mulliken charge in e.
Geometry (Å):
1 Sn -1.421 -0.461 -0.330  1.32
2 C 3.279 -1.011 -1.867  -1.81
3 N 3.596 -0.358 -0.632  1.00
4 C 2.974 -0.866 0.539  -1.79
5 P 1.207 -0.334 1.069  1.52
6 C 1.175 -1.548 2.444  1.29
7 C 1.571 -1.295 3.756  -0.65
8 C 1.666 -2.339 4.671  -0.78
9 C 1.395 -3.642 4.283  -0.79
10 C 1.015 -3.906 2.973  -0.75
11 C 0.898 -2.865 2.067  -0.45
12 C 1.526 1.302 1.807  0.46
13 C 2.473 2.156 1.240  -0.45
14 C 2.742 3.389 1.816  -1.02
15 C 2.056 3.794 2.953  -1.03
16 C 1.089 2.967 3.505  -0.78
17 C 0.826 1.730 2.936  -0.45
18 C 4.708 0.534 -0.554  0.23
19 C 5.643 0.427 0.476  -0.28
20 C 6.727 1.290 0.538  -0.86
21 C 6.911 2.265 -0.432  -0.58
22 C 5.992 2.365 -1.466  -0.87
23 C 4.898 1.511 -1.528  0.30
24 P 1.553 -0.707 -2.581  1.43
25 C 1.782 -1.860 -3.984  0.79
26 C 1.708 -1.548 -5.341  -0.23
27 C 1.805 -2.545 -6.305  -0.83
28 C 1.958 -3.871 -5.930  -0.59
29 C 2.009 -4.199 -4.582  -0.79
30 C 1.918 -3.204 -3.621  -0.84
31 C 1.758 1.031 -3.096  0.61
32 C 1.373 1.940 -2.106  0.22
33 C 1.565 3.305 -2.264  -0.73
34 C 2.128 3.788 -3.437  -0.84
35 C 2.492 2.901 -4.441  -1.00
36 C 2.316 1.533 -4.272  -0.51
37 H 3.337 -2.099 -1.757  0.64
38 H 3.979 -0.710 -2.642  0.58
39 H 3.536 -0.567 1.419  0.42
40 H 2.906 -1.957 0.515  0.58
41 H 1.824 -0.292 4.073  0.44
42 H 1.974 -2.127 5.688  0.49
43 H 1.488 -4.452 4.996  0.42
44 H 0.813 -4.923 2.659  0.52
45 H 0.585 -3.074 1.048  0.08
46 H 3.002 1.876 0.344  0.49
47 H 3.491 4.032 1.369  0.56
48 H 2.271 4.755 3.404  0.40
49 H 0.531 3.284 4.378  0.49
50 H 0.073 1.092 3.383  0.49
51 H 5.545 -0.349 1.226  0.46
52 H 7.445 1.181 1.343  0.42
53 H 7.764 2.931 -0.388  0.43
54 H 6.116 3.122 -2.233  0.43
55 H 4.181 1.621 -2.331  0.19
56 H 1.549 -0.531 -5.665  0.37
57 H 1.750 -2.281 -7.354  0.43
58 H 2.026 -4.645 -6.683  0.39
59 H 2.104 -5.234 -4.276  0.42
60 H 1.923 -3.482 -2.572  0.24
61 H 0.918 1.580 -1.193  -0.20
62 H 1.264 3.984 -1.474  0.56
63 H 2.283 4.852 -3.569  0.42
64 H 2.921 3.272 -5.364  0.44
65 H 2.647 0.868 -5.055  0.47
66 S -2.150 0.255 -2.642  -0.25
67 S -1.296 -1.190 -3.713  0.14
68 S -1.975 -2.933 -2.828  -0.05
69 S -1.231 -2.897 -0.929  -0.22
70 C -8.122 1.937 0.123  -1.65
71 C -6.653 1.925 0.459  1.00
72 C -5.697 2.015 -0.551  -0.79
73 C -4.345 2.013 -0.256  -0.65
74 C -3.942 1.923 1.069  0.04
75 C -4.876 1.870 2.101  -0.57
76 C -6.224 1.862 1.786  -0.89
77 S -2.235 1.812 1.469  2.00
78 O -1.484 2.077 0.238  -0.62
79 O -2.012 2.608 2.634  -0.75
80 N -1.865 0.242 1.655  -0.35
81 C -2.227 -0.680 2.647  0.66
82 C -2.587 -0.336 3.950  -0.48
83 C -2.862 -1.368 4.831  -0.86
84 C -2.779 -2.685 4.399  -0.84
85 C -2.421 -2.915 3.082  -0.74
86 N -2.149 -1.935 2.219  0.10
87 H -8.318 1.395 -0.801  0.38
88 H -8.467 2.964 -0.018  0.34
89 H -8.715 1.495 0.923  0.39
90 H -6.019 2.094 -1.582  0.44
91 H -3.604 2.097 -1.040  0.71
92 H -4.546 1.841 3.133  0.46
93 H -6.959 1.816 2.581  0.40
94 H -2.627 0.706 4.245  0.64
95 H -3.140 -1.142 5.853  0.47
96 H -2.972 -3.511 5.071  0.49
97 H -2.359 -3.923 2.685  0.55
98 S -6.242 -1.964 0.451  -0.17
99 C -5.889 -2.043 -1.216  -0.42
100 C -4.653 -1.544 -1.445  -0.94
101 N -3.978 -1.103 -0.318  1.01
102 C -4.722 -1.272 0.744  -0.54
103 H -6.582 -2.457 -1.932  0.50
104 H -4.198 -1.455 -2.414  0.39
105 H -4.433 -0.988 1.741  0.18